Record 1
The following is a DFT calculation (the ωB97M-V functional and the def2-TZVPD basis) of a structure of composition C33H41N4Pt.

The largest force on an atom is 0.99 eV/Å. The value obtained for the LUMO energy is -4.603 eV. The value obtained for the energy above the lowest of the compared OMol25 structures with the same formula, charge and spin is 3.2 kcal per mole. The energy comes out at -44087.611 eV. The multiplicity is 1. Its charge is +1. The frontier orbital gap is 5.3429 eV.

Each line ends with the Löwdin charge.
Element x y z (Å)
Pt  0.3911  0.7103  -0.1326  1.211
C  6.8543  -0.7822  2.4223  -0.031
C  6.5210  0.5285  1.6927  -0.556
C  7.5266  0.7347  0.5604  -0.059
C  6.6322  1.7074  2.6701  -0.035
C  5.0931  0.4367  1.1742  -0.129
C  4.7732  0.4142  -0.1790  0.028
C  3.4489  0.3518  -0.5697  -0.089
N  2.4483  0.2907  0.3057  -0.060
C  2.7297  0.2471  1.6184  -0.184
C  4.0297  0.3399  2.0729  0.058
C  1.5531  0.0508  2.5050  -0.176
C  1.6795  -0.2088  3.8589  0.066
C  0.5560  -0.3930  4.6581  -0.129
C  -0.6795  -0.3104  4.0199  0.024
C  -0.7462  -0.0672  2.6658  -0.066
N  0.3444  0.1055  1.9132  -0.040
C  0.6377  -0.6827  6.1496  -0.556
C  -0.1581  0.3891  6.9092  -0.034
C  2.0786  -0.6784  6.6593  -0.059
C  0.0222  -2.0659  6.4111  -0.032
H  7.8834  -0.7500  2.7821  0.094
H  6.7531  -1.6397  1.7553  0.095
H  6.2042  -0.9411  3.2841  0.082
H  8.5265  0.8333  0.9825  0.093
H  7.3164  1.6431  -0.0071  0.093
H  7.5447  -0.1126  -0.1271  0.090
H  7.6556  1.7776  3.0400  0.093
H  5.9787  1.5894  3.5350  0.079
H  6.3834  2.6496  2.1791  0.097
H  5.5362  0.4671  -0.9404  0.113
H  3.1686  0.3708  -1.6140  0.115
H  4.2254  0.3333  3.1346  0.112
H  2.6642  -0.2763  4.2921  0.101
H  -1.6027  -0.4422  4.5660  0.123
H  -1.6932  -0.0020  2.1477  0.109
H  0.2488  1.3849  6.7253  0.096
H  -0.1041  0.1925  7.9805  0.093
H  -1.2108  0.3926  6.6262  0.081
H  2.5655  0.2845  6.4911  0.091
H  2.6772  -1.4644  6.1942  0.090
H  2.0793  -0.8615  7.7337  0.093
H  -1.0203  -2.1107  6.0951  0.083
H  0.0573  -2.2862  7.4787  0.094
H  0.5729  -2.8467  5.8839  0.095
C  -3.0550  5.2034  -0.7658  -0.092
N  -2.3480  4.5468  0.3054  -0.287
C  -2.9078  4.6869  1.6263  -0.093
C  -1.5950  3.3592  0.0115  -0.184
C  -2.3365  2.0321  -0.1186  -0.211
C  -3.7281  1.9905  -0.0860  -0.034
C  -4.4191  0.7896  -0.1493  -0.071
C  -3.7162  -0.4021  -0.2432  -0.091
C  -2.3286  -0.3728  -0.2753  -0.171
C  -1.6216  0.8322  -0.2209  -0.340
H  -3.2086  6.2541  -0.5094  0.086
H  -4.0415  4.7771  -1.0021  0.075
H  -2.4538  5.1669  -1.6763  0.084
H  -3.0433  5.7461  1.8562  0.085
H  -2.2141  4.2715  2.3600  0.085
H  -3.8796  4.1910  1.7688  0.077
H  -0.8320  3.2376  0.7884  0.107
H  -1.0428  3.5436  -0.9158  0.099
H  -4.2820  2.9140  0.0029  0.091
H  -5.5009  0.7867  -0.1181  0.106
H  -4.2406  -1.3479  -0.2914  0.104
H  -1.7866  -1.3101  -0.3506  0.096
N  0.6310  1.7783  -1.6197  -0.061
C  0.0383  1.7687  -2.8237  -0.392
C  0.3644  2.8417  -3.6974  0.008
C  -0.2012  2.9189  -4.9465  -0.051
C  -1.0961  1.9263  -5.3494  -0.021
C  -1.4294  0.8556  -4.5215  -0.042
C  -0.8732  0.7681  -3.2665  0.014
H  1.0575  3.5881  -3.3321  0.121
H  0.0375  3.7358  -5.6131  0.114
H  -1.5423  1.9874  -6.3344  0.119
H  -2.1226  0.1020  -4.8685  0.117
H  -1.1098  -0.0438  -2.5960  0.092

***

Record 2
The following is a DFT calculation (the ωB97M-V functional and the def2-TZVPD basis) of a structure of composition C33H42BClN9O3PS at a distorted geometry.

The largest force on an atom is 3.53 eV/Å. The value obtained for the LUMO energy is -1.817 eV. The energy comes out at -87778.461 eV. The multiplicity is 1. The frontier orbital gap is 6.2367 eV.

Each line ends with the Löwdin charge.
Element x y z (Å)
C  3.7947  2.9011  3.7566  -0.088
C  3.8747  2.1560  2.3634  -0.256
O  4.0974  3.0017  1.2197  -0.207
C  3.1508  4.0831  1.1192  -0.158
C  1.6629  3.6406  1.3264  -0.115
C  0.8405  4.1105  2.4338  -0.306
P  1.4689  5.3541  3.7124  0.632
O  2.1658  6.6471  2.8634  -0.366
Cl  -0.2397  6.2017  4.6504  0.177
C  -0.5653  3.5802  2.5666  -0.050
C  -1.1894  2.6101  1.6794  -0.016
B  -2.6723  2.0643  1.9229  -0.514
N  -2.9053  0.6187  1.6334  0.124
O  -3.7484  2.8123  2.4169  0.135
C  -0.3404  2.1538  0.5145  -0.264
N  -0.7074  1.2562  -0.4772  -0.217
S  0.6513  1.1668  -1.4411  0.989
N  1.7652  2.1699  -0.7358  -0.212
C  1.0773  2.6722  0.3574  -0.277
H  4.3641  2.2802  4.5022  0.085
H  4.1537  3.9614  3.7363  0.072
H  2.7197  2.8504  4.0962  0.049
H  4.7760  1.4746  2.4211  0.116
H  2.9965  1.4520  2.2344  0.122
H  3.3017  4.5395  0.0971  0.144
H  3.4660  4.8908  1.8425  0.097
H  1.4975  7.0891  2.3008  0.061
H  -1.1496  3.9459  3.4528  0.066
H  -3.8541  0.4646  1.2798  0.071
H  -2.8309  0.0658  2.4941  0.083
H  -3.4263  3.7124  2.6120  0.098
N  4.3172  -0.4326  0.4549  0.012
C  5.5117  -1.0924  0.5448  -0.133
C  5.2454  -2.4282  0.7122  -0.107
C  3.8343  -2.5811  0.7171  -0.110
C  3.2901  -1.3331  0.5539  -0.148
H  4.2096  0.5619  0.3332  0.102
H  6.4458  -0.5556  0.4834  0.098
H  5.9828  -3.2090  0.8176  0.080
H  3.2816  -3.5011  0.8268  0.090
H  2.2632  -1.0063  0.5005  0.091
N  -3.2086  -1.7724  -0.9709  0.019
C  -3.6221  -2.8666  -0.2607  -0.138
C  -3.9120  -3.8674  -1.1532  -0.112
C  -3.6580  -3.3584  -2.4522  -0.137
C  -3.2224  -2.0639  -2.3057  -0.150
H  -2.9350  -0.8871  -0.5704  0.111
H  -3.6755  -2.8383  0.8158  0.104
H  -4.2657  -4.8549  -0.9011  0.091
H  -3.7796  -3.8812  -3.3890  0.093
H  -2.9236  -1.3279  -3.0352  0.109
N  -6.6077  -1.5724  -3.4439  0.016
C  -6.7058  -0.6932  -4.4876  -0.144
C  -7.8875  -0.0087  -4.3559  -0.118
C  -8.5240  -0.4900  -3.1838  -0.131
C  -7.7089  -1.4514  -2.6421  -0.135
H  -5.8414  -2.2099  -3.2890  0.110
H  -5.9289  -0.6317  -5.2329  0.103
H  -8.2532  0.7537  -5.0262  0.087
H  -9.4723  -0.1675  -2.7820  0.085
H  -7.8180  -2.0592  -1.7581  0.107
N  6.7652  2.3611  -0.1378  0.009
C  6.1744  2.4512  -1.3684  -0.145
C  7.1244  2.1645  -2.3158  -0.110
C  8.3340  1.8851  -1.6296  -0.114
C  8.0802  2.0116  -0.2875  -0.149
H  6.3021  2.5259  0.7407  0.116
H  5.1320  2.7122  -1.4629  0.100
H  6.9676  2.1552  -3.3831  0.089
H  9.2829  1.6205  -2.0698  0.089
H  8.7199  1.8847  0.5715  0.104
N  8.8975  -4.3602  1.4681  0.000
C  8.9216  -4.8790  2.7349  -0.145
C  9.2599  -3.8691  3.5983  -0.115
C  9.4417  -2.6943  2.8238  -0.115
C  9.2087  -3.0282  1.5148  -0.151
H  8.6837  -4.8772  0.6330  0.143
H  8.6978  -5.9189  2.9108  0.104
H  9.3642  -3.9629  4.6679  0.089
H  9.7121  -1.7146  3.1859  0.088
H  9.2380  -2.4356  0.6142  0.106
N  -12.9733  -2.5693  -4.2064  -0.001
C  -11.8473  -2.1305  -3.5637  -0.142
C  -11.8685  -2.6292  -2.2869  -0.114
C  -13.0503  -3.4037  -2.1551  -0.117
C  -13.7096  -3.3502  -3.3560  -0.148
H  -13.2210  -2.3524  -5.1559  0.143
H  -11.1314  -1.5021  -4.0689  0.092
H  -11.1179  -2.4580  -1.5310  0.086
H  -13.3794  -3.9401  -1.2789  0.088
H  -14.6362  -3.7974  -3.6783  0.103

***

The lowest LUMO energy belongs to which entry?
C33H41N4Pt